#1
C7H16NO | ωB97M-V/def2-TZVPD

The geometry in ORCA input format:
```
! RIJCOSX wB97M-V def2-TZVPD def2/J DEFGRID3
* xyz 1 1
H -0.48020 2.03313 0.63950
H -2.47041 -1.62973 -1.87076
H 0.76488 1.07372 -2.44465
H -0.91545 -2.32442 -2.41876
C 0.20709 -0.96724 1.95954
C -0.91706 -0.21784 -2.17018
H 1.83705 1.93544 0.84164
H -1.47944 0.74829 0.86985
H -1.07964 -1.76288 -0.77783
H 0.78109 0.29948 3.70424
H -0.68540 -1.48722 1.64190
H 0.80938 -0.45086 -3.34209
H 2.46829 0.84320 2.07289
H -0.95945 0.42558 3.23856
N -0.53797 1.01944 0.60174
C 1.84349 0.90112 1.18653
H 1.06785 -1.60859 2.06794
H -1.45815 1.58661 -2.51206
C -1.38760 -1.55676 -1.80615
H 2.30114 0.28489 0.41294
O -1.79967 0.69928 -2.29529
H 1.10074 -0.47005 -1.62605
C 0.04340 0.16606 2.93015
C 0.43604 0.44197 1.49630
C 0.50997 0.01739 -2.39991
*
```

For the HOMO energy, the calculation gives -12.28 eV.

=====

#2
C7H16NO | ωB97M-V/def2-TZVPD

The geometry in ORCA input format:
```
! RIJCOSX wB97M-V def2-TZVPD def2/J DEFGRID3
* xyz 1 1
H -1.65834 -2.80500 1.32018
C -0.38220 1.39911 -1.39592
H 2.67001 -1.04030 -2.48232
H 0.72246 2.78418 -0.16468
H -2.34905 0.77111 -1.91685
H -0.62506 2.28928 -1.97455
C -1.52797 -0.67825 0.97375
C -0.57213 -1.86889 2.89574
C -1.52343 -0.54441 -0.35650
H 2.14590 0.95753 0.81919
H -0.01402 -1.00559 3.25482
H -2.30470 1.56370 -0.42106
H -0.38913 -2.71601 3.54405
H 2.31203 0.72360 -0.78659
H 3.73546 -1.09739 -1.43085
H 1.23636 -0.10760 -0.06940
H -1.43798 -1.34049 -1.08690
H -0.12189 1.58211 0.75762
H -1.82438 0.19542 1.54786
C -1.79030 0.78890 -0.99427
C 0.43584 1.73631 -0.16379
H 0.08802 0.65072 -2.03537
C -1.24107 -1.90004 1.75242
O 2.79819 -1.18888 -1.54106
N 1.61738 0.85088 -0.04551
*
```

For the HOMO energy, the calculation gives -12.24 eV.

=====

Order from most stable to least stable according to the calculation: #2, #1